(1)
C2H7N4S | ωB97M-V with the def2-TZVPD basis set

Last column: natural (NBO) charge in e.
Cartesian coordinates (Å):
1 C 1.54 -0.20 -0.99  -0.02
2 C 1.38 -1.52 -0.66  0.38
3 N 0.35 -0.76 -1.19  -0.15
4 N 1.71 -2.61 -0.12  -0.73
5 N -0.85 -0.56 0.30  -0.83
6 N -1.52 2.22 0.17  -0.95
7 S -0.89 1.03 1.20  0.55
8 H 2.14 0.63 -0.74  0.27
9 H 2.75 -2.72 0.00  0.44
10 H 1.25 -3.53 -0.18  0.44
11 H -1.86 -0.88 0.00  0.43
12 H -0.37 -1.22 0.89  0.38
13 H -2.32 2.66 0.57  0.39
14 H -0.90 2.94 -0.02  0.39

Properties
Total charge   +1
E_HOMO (spin up / spin down)   -12.502 / -12.503 eV
Gap between HOMO and LUMO (spin up / spin down)   9.07 / 9.07 eV


(2)
C4H6O2 | ωB97M-V with the def2-TZVPD basis set

Last column: natural (NBO) charge in e.
Cartesian coordinates (Å):
1 O 2.64 -0.38 -0.15  -0.65
2 C 1.33 -0.40 -0.03  0.77
3 C 0.56 0.93 0.14  -0.55
4 C -0.91 0.51 -0.20  -0.46
5 C -0.99 -1.07 0.00  -0.05
6 O 0.56 -1.41 -0.01  -0.49
7 H 1.19 1.72 -0.57  0.27
8 H 1.00 1.34 1.22  0.26
9 H -1.34 1.14 -1.17  0.25
10 H -1.51 0.92 0.52  0.22
11 H -1.37 -1.76 -0.69  0.21
12 H -1.15 -1.54 0.93  0.21

Properties
E_HOMO   -9.470 eV
Gap between HOMO and LUMO   10.19 eV


(3)
C4H3NOS | ωB97M-V with the def2-TZVPD basis set

Last column: natural (NBO) charge in e.
Cartesian coordinates (Å):
1 C 0.14 -0.42 0.12  -0.41
2 C -0.57 -1.33 -0.48  -0.01
3 C -0.25 0.98 0.35  0.05
4 C -2.50 0.83 -0.01  0.03
5 N -1.45 1.45 0.20  -0.41
6 O -4.26 -0.82 0.73  -0.93
7 S -3.89 0.02 -0.41  1.04
8 H 1.28 -0.34 0.19  0.25
9 H -1.58 -1.65 -0.28  0.19
10 H 0.40 1.80 0.37  0.20

Properties
E_HOMO (spin up / spin down)   -8.646 / -8.605 eV
Gap between HOMO and LUMO (spin up / spin down)   6.63 / 7.39 eV


(4)
C7H11ClO | ωB97M-V with the def2-TZVPD basis set

Last column: natural (NBO) charge in e.
Cartesian coordinates (Å):
1 C 1.28 1.18 -1.45  -0.47
2 C -1.82 0.40 0.12  -0.21
3 C 0.80 0.16 -0.77  0.08
4 C -1.00 -0.44 -0.48  -0.08
5 C -3.24 0.08 0.44  -0.63
6 C 1.59 -0.64 1.32  -0.59
7 C 1.58 -0.89 -0.17  -0.02
8 O 3.04 -0.81 -0.50  -0.72
9 Cl -1.13 -2.07 -0.81  0.06
10 H 2.32 1.46 -1.53  0.22
11 H 0.55 1.90 -1.82  0.21
12 H -1.46 1.44 0.34  0.23
13 H -3.86 0.55 -0.23  0.22
14 H -3.47 0.43 1.37  0.22
15 H -3.34 -0.95 0.31  0.22
16 H 2.09 0.37 1.58  0.21
17 H 2.21 -1.32 1.78  0.22
18 H 0.62 -0.69 1.69  0.21
19 H 1.09 -1.83 -0.38  0.20
20 H 3.08 -0.69 -1.47  0.46

Properties
E_HOMO   -9.430 eV
Gap between HOMO and LUMO   10.21 eV